1.
C25H24IN4O4OsS2 as an isolated structure, computed with the ωB97M-V functional and the def2-TZVPD basis.

Geometry as ORCA input:
```
! wB97M-V def2-TZVPD RIJCOSX def2/J DEFGRID3
* xyz 1 1
Os -1.55 1.13 1.77
I -0.76 1.29 4.26
S 1.20 -0.83 -1.60
S -1.60 -1.02 1.11
O -2.08 1.03 -3.84
O 1.39 -0.47 0.02
O -0.28 2.29 0.97
O 2.89 -0.50 1.67
N 1.83 2.78 -1.86
N 0.28 -1.73 3.00
N -2.62 1.49 -0.02
N -0.07 -3.18 1.40
C 1.27 -2.77 3.28
C 2.67 -0.68 0.51
C 0.97 2.63 -2.88
C -1.29 2.22 -3.90
C 1.39 2.67 -0.62
C -5.18 1.72 0.15
C 4.90 -1.40 -0.47
C -0.39 -1.99 1.90
C -0.37 2.35 -2.72
C -5.84 1.67 2.49
C -3.90 1.52 0.61
C -0.85 2.20 -1.41
C -2.26 1.98 -1.14
C 0.79 -3.90 2.36
C -6.16 1.78 1.14
C 3.54 -1.12 -0.57
C -0.75 -3.89 0.34
C -3.55 1.40 1.95
C 0.04 2.36 -0.35
C 4.89 -1.96 -2.81
C -4.53 1.49 2.93
C 2.35 2.87 0.51
C 3.54 -1.69 -2.92
C 5.57 -1.82 -1.60
C 2.87 -1.27 -1.78
H 1.60 -4.41 1.84
H 5.40 -1.28 0.48
H -3.01 2.30 -1.86
H -4.29 1.42 3.98
H 2.32 2.04 1.21
H 1.39 2.73 -3.88
H -1.52 0.28 -4.04
H -0.72 2.27 -4.83
H 2.26 -2.41 3.01
H -1.59 -4.47 0.73
H 0.29 -0.81 3.43
H 2.09 3.77 1.08
H 0.19 -4.64 2.90
H -2.01 3.04 -3.92
H -7.19 1.91 0.86
H -1.11 -3.18 -0.40
H -5.43 1.81 -0.89
H -6.64 1.73 3.23
H 3.35 2.99 0.11
H 1.26 -3.05 4.33
H -0.04 -4.56 -0.14
H 5.43 -2.29 -3.69
H 6.63 -2.04 -1.55
H 3.03 -1.80 -3.87
*
```

Summary:
LUMO level in eV: -4.24
HOMO energy in Eh: -0.4018
Frontier orbital gap in eV: 6.69
Electronic energy in Eh: -2671.61740

=====

2.
One molecule with the formula C5H7N, computed with the ωB97M-V functional and the def2-TZVPD basis.

Geometry as ORCA input:
```
! wB97M-V def2-TZVPD RIJCOSX def2/J DEFGRID3
* xyz 0 1
N -1.63 0.22 -0.02
C 1.08 -0.45 -1.02
C 0.41 -1.27 0.05
C 0.72 0.94 -0.66
C -0.44 0.98 0.33
C -0.61 -0.41 0.81
H -0.03 -2.16 -0.42
H -1.61 -0.13 -0.97
H 1.69 1.05 -0.12
H 0.74 1.70 -1.45
H -0.90 -0.66 1.82
H -0.61 1.86 0.94
H 1.20 -1.66 0.70
*
```

Summary:
LUMO level in eV: 0.16
HOMO energy in Eh: -0.3143
Frontier orbital gap in eV: 8.71
Electronic energy in Eh: -249.30898

=====

3.
One molecule with the formula C10H15NO3 at a distorted geometry, computed with the ωB97M-V functional and the def2-TZVPD basis.

Geometry as ORCA input:
```
! wB97M-V def2-TZVPD RIJCOSX def2/J DEFGRID3
* xyz 0 1
O -3.10 0.17 1.28
O -3.61 -0.17 -0.85
O -1.06 2.18 0.01
N -2.83 -0.17 0.12
C 1.38 1.27 1.51
C -1.50 -0.73 -0.01
C -0.72 -0.99 1.31
C -0.89 -1.55 -1.12
C 0.48 -1.94 -0.54
C 0.67 -0.99 0.68
C -0.76 2.07 -1.29
C 0.99 0.51 0.31
C 2.17 0.64 -0.60
C -0.36 1.03 -0.29
H 0.00 2.58 -1.85
H 2.89 -0.09 -0.21
H -1.12 -0.49 2.22
H 1.48 -1.37 1.39
H -1.56 1.73 -1.95
H -1.03 -1.97 1.63
H 2.73 1.70 -0.57
H 0.69 1.15 2.32
H 1.28 2.42 1.31
H 2.03 0.33 -1.64
H 0.44 -3.04 -0.17
H 1.23 -1.81 -1.33
H -0.88 -1.18 -2.09
H -1.45 -2.39 -1.40
H 2.40 1.07 1.86
*
```

Summary:
LUMO level in eV: -0.03
HOMO energy in Eh: -0.3283
Frontier orbital gap in eV: 8.90
Electronic energy in Eh: -670.26670